13
Properties=species:S:1:pos:R:3:mulliken_charge:R:1 method="wB97M-V/def2-TZVPD" total_energy_ha=-1098.1319 spin_multiplicity=1 charge=+1
H 0.136 2.563 0.351 0.427
H -0.200 0.719 2.058 0.205
N -0.131 1.007 -1.081 0.006
S -1.218 -1.951 1.222 -0.161
C -0.419 -0.641 0.443 -0.159
C -0.056 1.525 0.135 -0.026
C -0.394 -0.390 -1.010 0.617
H -0.085 1.515 -1.955 0.234
H -1.406 -2.639 0.085 0.216
O -0.569 -1.128 -1.932 -0.478
N -0.238 0.591 1.054 0.010
H 2.059 -2.224 -0.515 0.194
S 2.093 -1.235 0.372 -0.087



36
Properties=species:S:1:pos:R:3:mulliken_charge:R:1 method="wB97M-V/def2-TZVPD" total_energy_ha=-2512.8041 spin_multiplicity=1 charge=-2
C -3.314 5.746 1.640 -0.551
C -2.516 3.458 1.524 0.289
C 1.874 -1.547 2.621 0.181
C -3.216 -3.809 -0.483 -0.062
C 3.052 -1.326 3.273 -0.720
H -5.387 3.684 3.355 0.399
S 2.453 -0.017 -0.900 -0.412
C -2.456 -2.625 -0.709 0.497
H -3.210 6.794 1.386 0.329
N 1.723 -1.107 1.369 0.403
C 2.740 -0.457 0.680 0.279
F -5.881 7.059 1.713 -0.270
C -0.805 1.624 0.697 -1.160
Ag -0.313 -0.029 -0.530 -0.153
S -1.229 -2.349 0.490 -0.570
F -6.523 5.809 3.365 -0.292
S -2.016 -0.433 -2.425 -0.409
C -4.543 3.996 2.753 -0.381
C 4.049 -0.638 2.560 0.043
C -5.430 6.344 2.778 0.848
H -3.705 2.029 2.586 0.460
N 3.909 -0.222 1.323 -0.562
C -2.764 -1.876 -1.826 0.531
C -3.840 -2.342 -2.641 -0.088
C -1.608 2.486 1.045 0.519
C -4.409 5.337 2.401 0.421
H -1.532 5.137 0.623 0.403
C -3.607 3.075 2.328 -0.638
N -3.799 -4.788 -0.287 -0.615
H 1.030 -2.073 3.045 0.367
F -4.961 7.284 3.653 -0.274
H 0.828 -1.231 0.875 -0.251
H 3.208 -1.670 4.284 0.347
N -4.695 -2.698 -3.331 -0.571
C -2.381 4.825 1.216 -0.717
H 5.010 -0.420 3.016 0.381



6
Properties=species:S:1:pos:R:3:mulliken_charge:R:1 method="wB97M-V/def2-TZVPD" total_energy_ha=-139.1257 spin_multiplicity=1
Rb -1.859 0.177 1.646 0.832
H 0.007 -0.945 -0.775 0.193
C 0.428 -0.040 -0.335 -0.517
H 1.076 -0.339 0.489 0.197
O -0.528 0.768 0.209 -0.893
H 0.876 0.379 -1.235 0.187



10
Properties=species:S:1:pos:R:3:mulliken_charge:R:1 method="wB97M-V/def2-TZVPD" total_energy_ha=-590.9607 spin_multiplicity=1 smiles="C#C/C=C/C=S"
C 0.293 -0.560 -1.200 -0.291
C 1.108 -1.184 -1.896 -0.003
S -0.105 0.776 3.704 -0.208
H 1.874 -1.301 -2.735 0.323
H -1.501 0.378 -0.637 0.370
H -1.750 1.063 2.164 0.276
C -0.009 0.174 1.075 -0.034
H 0.979 -0.176 1.164 0.400
C -0.687 0.702 2.153 -0.452
C -0.591 -0.018 -0.282 -0.382



| no. | F_max (hartree/bohr) |
| --- | --- |
| 1 | 0.0340 |
| 2 | 0.0195 |
| 3 | 0.1199 |
| 4 | 0.1312 |